No. 1
The following is a quantum chemistry calculation of a structure of composition C5H10O, from the OMol25 dataset.

Calculated values
* relative energy (zero: lowest compared OMol25 entry of this formula, charge and spin): 5.143 eV
* HOMO level (spin up / spin down): -7.9 / -7.4 eV
* DFT total energy: -7389.6226 eV
* frontier orbital gap (spin up / spin down): 8.66 / 7.68 eV

Last column: natural (NBO) charge in e.
Element x y z (Å)
O1 -1.96452 0.10428 0.85936  -0.731
C1 -1.10477 0.16056 -0.29636  0.025
C2 -0.26193 -1.08413 -0.41859  -0.203
C3 0.85984 -0.87754 0.47471  -0.563
C4 1.16101 0.54927 0.47196  -0.111
C5 -0.07721 1.27250 -0.00392  -0.498
H1 -2.47884 -0.71251 0.79808  0.467
H2 -1.70723 0.38553 -1.18518  0.181
H3 -0.71852 -2.05854 -0.56485  0.200
H4 1.07333 -0.33257 -1.69193  -0.001
H5 1.67778 -1.59562 0.53025  0.248
H6 0.36272 -0.79638 1.48097  0.308
H7 1.88405 1.00128 1.14406  0.206
H8 1.63591 0.16189 -1.41741  -0.003
H9 -0.48056 1.97674 0.73200  0.241
H10 0.13893 1.84523 -0.91317  0.234

***

No. 2
The following is a quantum chemistry calculation of a structure of composition C23H49N3O9S, from the OMol25 dataset.

Calculated values
* relative energy (zero: lowest compared OMol25 entry of this formula, charge and spin): 0.259 eV
* HOMO level: -9.3 eV
* DFT total energy: -58376.2018 eV
* frontier orbital gap: 9.71 eV

Last column: Löwdin charge in e.
Element x y z (Å)
C1 0.05298 -0.03231 -0.92463  -0.100
C2 0.55670 -0.04479 0.52155  -0.241
C3 2.08996 -0.12010 0.65268  -0.219
C4 2.58650 -1.47436 1.16926  -0.201
C5 2.82703 -2.46702 0.01960  -0.195
C6 2.67660 -3.95091 0.41521  -0.200
C7 1.33336 -4.59646 0.02741  -0.189
C8 0.30427 -4.73064 1.17028  -0.189
C9 -0.97174 -3.87512 1.02757  -0.187
C10 -2.24881 -4.59616 1.52678  -0.165
C11 -3.32152 -4.83256 0.44355  -0.132
C12 -4.52400 -3.93313 0.59254  -0.252
O1 -5.58481 -4.35955 -0.33809  -0.153
S1 -5.51057 -3.40172 -1.59452  0.593
O2 -6.75663 -3.43174 -2.25427  -0.199
O3 -4.30986 -3.58367 -2.33303  -0.208
O4 -5.33040 -2.09788 -0.69721  -0.164
C13 -4.30378 -2.42878 0.27589  -0.243
C14 -4.53940 -1.53700 1.47461  -0.136
O5 -3.88514 -0.28206 1.41134  -0.130
O6 -3.91022 0.21916 0.07773  -0.011
H1 -0.92969 0.42460 -0.98236  0.057
H2 -0.00345 -1.03802 -1.33914  0.060
H3 0.72023 0.56884 -1.54119  0.061
H4 0.20615 0.86620 1.00604  0.099
H5 0.10266 -0.87169 1.06384  0.076
H6 2.57523 0.08935 -0.29522  0.068
H7 2.42099 0.66545 1.33012  0.103
H8 1.87159 -1.90625 1.87134  0.097
H9 3.52934 -1.32965 1.69598  0.108
H10 3.83983 -2.31946 -0.35360  0.106
H11 2.15710 -2.22780 -0.80639  0.097
H12 3.47889 -4.51289 -0.06098  0.098
H13 2.83895 -4.03757 1.48920  0.101
H14 1.54360 -5.60010 -0.34337  0.100
H15 0.89364 -4.06532 -0.81539  0.098
H16 -0.00397 -5.77244 1.26146  0.097
H17 0.79022 -4.49184 2.11593  0.104
H18 -0.85589 -2.94862 1.58458  0.094
H19 -1.09882 -3.63030 -0.02562  0.097
H20 -1.96591 -5.56503 1.93201  0.102
H21 -2.68124 -4.03980 2.35998  0.104
H22 -3.69392 -5.85314 0.52383  0.126
H23 -2.89161 -4.74773 -0.55128  0.116
H24 -4.97829 -4.08597 1.56874  0.159
H25 -3.31047 -2.27147 -0.13546  0.158
H26 -5.61546 -1.40357 1.62147  0.143
H27 -4.14104 -2.01359 2.37020  0.138
H28 -4.84273 0.42061 -0.08930  0.100
C15 6.49914 1.85164 -1.87935  -0.010
C16 5.02250 1.56813 -1.77148  -0.540
O7 4.50376 1.21895 -0.71895  0.021
N1 4.27841 1.72097 -2.89358  0.020
C17 4.70983 2.13305 -4.21894  -0.075
H29 6.95465 1.68040 -0.90806  0.082
H30 6.96978 1.19224 -2.60917  0.087
H31 6.65632 2.88905 -2.17591  0.049
H32 3.30100 1.51710 -2.75729  0.134
H33 4.18667 3.04339 -4.51049  0.082
H34 4.48060 1.34734 -4.94153  0.081
H35 5.77439 2.33336 -4.23810  0.070
C18 6.79637 7.28072 -2.86760  -0.009
C19 6.41409 5.90046 -2.38798  -0.540
O8 6.14297 4.99951 -3.16806  0.024
N2 6.37739 5.69128 -1.04721  0.016
C20 6.66751 6.63308 0.01718  -0.072
H36 6.77669 7.28146 -3.95244  0.082
H37 6.09264 8.02784 -2.49965  0.085
H38 7.79935 7.54466 -2.53104  0.085
H39 6.10483 4.75567 -0.78806  0.133
H40 7.49260 6.27005 0.63157  0.085
H41 5.79334 6.76464 0.65626  0.085
H42 6.94259 7.59797 -0.39390  0.070
C21 -6.05882 1.94045 3.21837  -0.004
C22 -7.45566 1.77513 3.77164  -0.554
O9 -7.65993 1.35236 4.89575  0.034
N3 -8.49282 2.11383 2.95711  0.004
C23 -8.44121 2.62867 1.60277  -0.080
H43 -5.34809 1.62885 3.97646  0.086
H44 -5.91797 1.31883 2.33350  0.062
H45 -5.86363 2.98104 2.95762  0.088
H46 -9.39663 1.97799 3.38101  0.138
H47 -8.91566 3.60987 1.54806  0.083
H48 -8.96113 1.95651 0.91768  0.082
H49 -7.41238 2.72752 1.27407  0.068

***

No. 3
The following is a quantum chemistry calculation of a structure of composition C44H47N4PRuSSi, from the OMol25 dataset.

Calculated values
* charge: +1
* relative energy (zero: lowest compared OMol25 entry of this formula, charge and spin): 0.000 eV
* multiplicity: 6
* HOMO level (spin up / spin down): -9.2 / -11.0 eV
* DFT total energy: -82926.8028 eV
* frontier orbital gap (spin up / spin down): 7.17 / 6.83 eV

Last column: Löwdin charge in e.
Element x y z (Å)
Ru1 -0.03126 -0.50194 0.42196  1.123
C1 -1.01370 1.45129 0.95927  -0.306
Si1 -2.65535 1.05001 0.16853  0.572
C2 -3.02327 -0.71679 0.75290  -0.234
N1 -1.96556 -1.71169 0.39295  -0.298
C3 -1.96033 -2.83889 1.36243  -0.224
C4 -3.21208 -3.69802 1.25746  -0.156
C5 -3.43131 -4.19432 -0.18782  -0.167
C6 -2.32305 -3.70525 -1.11632  -0.189
C7 -2.15281 -2.19820 -1.02608  -0.187
C8 -4.00727 2.12763 0.87809  -0.242
C9 -4.61782 3.12101 0.10967  -0.084
C10 -5.58157 3.95725 0.65808  -0.074
C11 -5.95422 3.81135 1.98532  -0.080
C12 -5.35915 2.83108 2.76789  -0.083
C13 -4.39396 2.00235 2.21703  -0.104
C14 -2.68892 1.16237 -1.68650  -0.274
C15 -1.67522 1.76819 -2.42789  -0.100
C16 -1.76563 1.87651 -3.81079  -0.075
C17 -2.88025 1.38456 -4.47156  -0.074
C18 -3.91224 0.79540 -3.74988  -0.074
C19 -3.81635 0.69195 -2.37161  -0.114
H1 -1.17424 1.71477 2.00325  -0.014
H2 -0.37669 2.19144 0.47564  0.007
H3 -4.00625 -1.05703 0.40843  0.099
H4 -3.07391 -0.67621 1.84549  0.081
H5 -1.86695 -2.40597 2.36052  0.106
H6 -1.06752 -3.43817 1.18457  0.050
H7 -4.07325 -3.12154 1.59876  0.106
H8 -3.11127 -4.53331 1.95148  0.118
H9 -4.39270 -3.83359 -0.56051  0.113
H10 -3.48107 -5.28212 -0.21678  0.112
H11 -2.56650 -3.94342 -2.15345  0.124
H12 -1.37852 -4.20769 -0.90048  0.078
H13 -3.04437 -1.70880 -1.42060  0.103
H14 -1.31063 -1.86333 -1.63696  0.090
H15 -4.34273 3.24427 -0.93108  0.100
H16 -6.04409 4.72140 0.04734  0.107
H17 -6.70832 4.45984 2.41123  0.106
H18 -5.64942 2.71424 3.80390  0.105
H19 -3.93811 1.24772 2.85081  0.090
H20 -0.79775 2.15662 -1.92727  0.086
H21 -0.96741 2.34873 -4.36949  0.105
H22 -2.95444 1.46985 -5.54786  0.106
H23 -4.79158 0.42736 -4.26209  0.107
H24 -4.64027 0.24675 -1.82175  0.109
S1 1.16420 -3.08657 -0.03773  0.647
C20 2.64003 -2.56784 -0.69709  -0.841
N2 3.60368 -1.92675 -0.03770  0.049
C21 4.71286 -1.52738 -0.89746  -0.102
C22 4.26312 -2.04893 -2.28327  -0.103
N3 3.01399 -2.73834 -1.96522  0.043
H25 3.49976 -1.66737 0.92944  0.099
H26 5.63978 -1.99695 -0.56955  0.120
H27 4.84093 -0.44541 -0.88793  0.116
H28 4.98801 -2.73516 -2.71673  0.121
H29 4.08118 -1.23534 -2.98484  0.105
H30 2.36937 -3.09730 -2.64720  0.143
N4 4.06634 1.82209 -8.48799  0.172
C23 3.61863 1.57714 -7.45964  -0.174
C24 3.05589 1.26379 -6.16879  -0.222
C25 3.46973 1.96957 -5.04209  -0.014
C26 2.93593 1.66180 -3.80430  -0.022
C27 1.98624 0.64480 -3.67923  -0.270
C28 1.56976 -0.05012 -4.81848  -0.025
C29 2.10120 0.25550 -6.05736  -0.014
C30 1.44018 0.30906 -2.39681  -0.134
C31 0.97385 0.01473 -1.30890  -0.174
H31 4.20504 2.75581 -5.14372  0.125
H32 3.24818 2.20751 -2.92420  0.119
H33 0.81761 -0.82179 -4.72259  0.121
H34 1.78067 -0.27870 -6.94094  0.125
C32 -0.15774 -0.34857 4.02081  -0.235
P1 1.08696 -0.12532 2.70716  0.929
C33 1.61616 1.60716 2.81280  -0.415
C34 0.97659 2.54386 3.61601  -0.095
C35 1.40873 3.86395 3.63051  -0.061
C36 2.47946 4.25460 2.84236  -0.066
C37 3.12034 3.32439 2.03312  -0.066
C38 2.68855 2.00920 2.01787  -0.105
C39 2.52103 -1.02888 3.38988  -0.372
C40 2.71273 -2.37229 3.07418  -0.144
C41 3.75447 -3.08770 3.65179  -0.066
C42 4.60641 -2.46887 4.55263  -0.065
C43 4.41428 -1.13210 4.88083  -0.062
C44 3.37956 -0.41355 4.30522  -0.076
H35 0.22547 0.05320 4.95980  0.059
H36 -0.32881 -1.41837 4.14409  0.047
H37 -1.09905 0.13724 3.76576  0.033
H38 0.13780 2.25948 4.23815  0.100
H39 0.90437 4.58555 4.25864  0.112
H40 2.81528 5.28249 2.85646  0.110
H41 3.95488 3.62605 1.41465  0.108
H42 3.19088 1.29095 1.37820  0.100
H43 2.05175 -2.86546 2.37079  0.025
H44 3.89458 -4.12922 3.39491  0.112
H45 5.41816 -3.02451 5.00247  0.111
H46 5.07333 -0.64667 5.58815  0.112
H47 3.24694 0.62792 4.56686  0.108